DFT (ωB97M-V/def2-TZVPD) results for a structure of composition C26H48B3BrN6O7P2.

```
93
C26H48B3BrN6O7P2 ωB97M-V/def2-TZVPD
O 3.3247 0.6875 1.5268
C 2.6968 1.2480 0.7379
Br 3.4489 2.8947 -0.0070
C 1.3478 0.7435 0.2917
B 0.1621 1.3613 1.1670
O -0.4918 0.5819 2.0989
B -1.0869 1.3024 3.1362
O -1.1219 2.6988 3.0650
B -1.2887 2.9570 1.7250
P -2.9340 3.5936 0.9697
P -4.2296 1.9003 0.5854
O -5.5759 2.2986 0.9097
O -3.8464 0.5847 1.4623
O -4.1795 1.4364 -0.9636
O -0.1831 2.6744 0.9116
H 1.3027 -0.3421 0.3484
H 1.1840 1.1057 -0.7279
H -1.6226 0.7895 4.0490
H -2.6019 4.0786 -0.3202
H -3.0645 0.1565 1.0748
H -3.2722 1.1480 -1.1708
C 7.1348 1.3205 -0.1903
C 7.6307 0.8482 -1.5527
C 8.1242 1.9899 -2.4409
C 7.0480 2.9127 -2.8037
N 6.2044 3.6393 -3.0844
H 6.2674 1.9746 -0.2882
H 6.8382 0.4674 0.4221
H 7.9177 1.8633 0.3444
H 6.8308 0.2995 -2.0564
H 8.4512 0.1478 -1.4057
H 8.5542 1.5726 -3.3519
H 8.9241 2.5357 -1.9386
C -6.2097 -1.7106 -4.5470
C -5.6304 -2.7584 -3.6044
C -5.0475 -2.1467 -2.3273
C -3.8951 -1.2923 -2.6015
N -2.9971 -0.6105 -2.8190
H -5.4350 -1.0271 -4.9014
H -6.6546 -2.1854 -5.4198
H -6.9861 -1.1259 -4.0507
H -4.8649 -3.3354 -4.1278
H -6.4184 -3.4600 -3.3251
H -4.7390 -2.9448 -1.6490
H -5.8129 -1.5692 -1.8047
C 4.2590 -1.0824 5.5995
C 3.1416 -2.1190 5.5567
C 2.0972 -1.8283 4.4751
C 1.3650 -0.5909 4.7292
N 0.7993 0.3887 4.9221
H 3.8771 -0.0933 5.8570
H 4.9996 -1.3567 6.3513
H 4.7663 -1.0138 4.6353
H 2.6606 -2.1744 6.5355
H 3.5769 -3.1013 5.3623
H 1.3841 -2.6539 4.4303
H 2.5773 -1.7725 3.4957
C -6.7260 -0.0180 3.8530
C -7.4793 -1.2083 4.4338
C -6.5672 -2.4028 4.7289
C -5.9777 -2.9646 3.5134
N -5.5114 -3.4022 2.5599
H -6.2805 -0.2604 2.8874
H -7.4040 0.8213 3.7002
H -5.9303 0.3095 4.5256
H -8.2739 -1.5053 3.7461
H -7.9644 -0.9033 5.3635
H -7.1436 -3.1824 5.2310
H -5.7730 -2.1062 5.4167
C 10.3773 -2.5135 0.3972
C 11.4280 -2.8238 -0.6634
C 12.2266 -1.5903 -1.0945
C 11.3908 -0.5963 -1.7646
N 10.7330 0.1868 -2.2855
H 9.6195 -1.8242 0.0200
H 9.8686 -3.4277 0.7037
H 10.8348 -2.0693 1.2833
H 10.9441 -3.2771 -1.5309
H 12.1238 -3.5653 -0.2660
H 13.0224 -1.8956 -1.7765
H 12.7117 -1.1361 -0.2283
C -8.5283 3.6090 -5.7728
C -7.6546 2.8212 -4.8031
C -6.8402 1.7203 -5.4881
C -7.6889 0.6752 -6.0604
N -8.3627 -0.1344 -6.5166
H -9.2816 2.9723 -6.2397
H -9.0511 4.4080 -5.2465
H -7.9256 4.0634 -6.5618
H -8.2811 2.3894 -4.0199
H -6.9631 3.5081 -4.3116
H -6.1671 1.2650 -4.7589
H -6.2119 2.1503 -6.2707
```

Calculated values
spin multiplicity	1



DFT (ωB97M-V/def2-TZVPD) results for a cluster of 4 separate species, C26H48BrN3O5P in total.

```
84
C26H48BrN3O5P ωB97M-V/def2-TZVPD
O 1.9165 -1.3628 -0.2146
C 3.2734 -1.0051 -0.3035
C 4.1485 -1.4790 0.6742
C 5.4818 -1.1576 0.5996
C 5.9586 -0.3699 -0.4509
C 5.0822 0.1093 -1.4113
C 3.7114 -0.1927 -1.3422
C 2.7565 0.3989 -2.3416
N 2.6690 1.8483 -2.2048
C 1.3456 2.3923 -2.4294
C 0.4759 2.1975 -1.1692
C -0.9648 1.7439 -1.4587
C -1.3206 0.3298 -1.0101
N -0.7435 -0.0061 0.2816
C -1.2588 -1.2605 0.8322
C -1.2946 -2.4357 -0.1427
N -1.7207 -2.0059 -1.5132
C -0.9868 -0.7789 -2.0231
P -1.5218 -0.4488 -3.7762
O -2.9871 -1.1100 -3.4750
Br -0.4434 -2.1816 -4.6998
H 1.7705 -2.0784 -0.8397
H 3.7347 -2.0729 1.4748
H 6.1296 -1.5207 1.3817
H 7.0033 -0.1097 -0.5113
H 5.4429 0.7262 -2.2212
H 3.0806 0.1116 -3.3472
H 1.7671 -0.0267 -2.2053
H 3.3774 2.3131 -2.7499
H 0.8515 1.9560 -3.3075
H 1.4622 3.4598 -2.5871
H 0.4237 3.1469 -0.6482
H 1.0024 1.5236 -0.4994
H -1.1598 1.8857 -2.5192
H -1.6521 2.4025 -0.9361
H -2.4076 0.2987 -0.8728
H 0.2610 -0.1322 0.1729
H -2.2181 -1.1039 1.3177
H -0.5762 -1.5446 1.6264
H -0.3554 -2.9750 -0.1993
H -2.0422 -3.1510 0.1923
H -2.7047 -1.7400 -1.4621
H -1.6623 -2.7689 -2.1891
H 0.0666 -1.0436 -1.9919
H -3.4120 -1.4022 -4.2991
C -0.3009 1.0005 5.1088
C -0.6980 -0.0825 6.1105
C -1.4408 -1.0691 5.2215
O -0.8344 -0.9766 3.9249
C 0.0197 0.1737 3.8719
H 0.5390 1.6116 5.4342
H -1.1481 1.6613 4.9140
H 0.1945 -0.5498 6.5312
H -1.3097 0.2831 6.9326
H -2.4995 -0.8049 5.1327
H -1.3694 -2.0982 5.5732
H 1.0599 -0.1647 3.8805
H -0.1629 0.7101 2.9386
C -8.0280 -0.1498 -5.3620
C -7.2874 0.5158 -4.2010
C -6.3160 -0.5837 -3.8029
O -5.9976 -1.3096 -4.9908
C -6.9089 -0.9354 -6.0366
H -8.5071 0.5559 -6.0372
H -8.7919 -0.8293 -4.9800
H -6.7451 1.3935 -4.5590
H -7.9322 0.8259 -3.3812
H -6.7718 -1.2705 -3.0811
H -5.3899 -0.1959 -3.3742
H -6.3737 -0.3177 -6.7642
H -7.2588 -1.8363 -6.5385
C 3.4490 1.1419 3.8156
C 4.3054 1.2630 5.0752
C 5.6474 0.7356 4.5825
O 5.7260 1.0740 3.1966
C 4.4470 1.5088 2.7271
H 2.5718 1.7877 3.8141
H 3.1148 0.1086 3.6894
H 4.3939 2.3104 5.3699
H 3.9206 0.7020 5.9255
H 5.7036 -0.3542 4.6835
H 6.4980 1.1737 5.1042
H 4.4764 2.5931 2.5746
H 4.2445 1.0180 1.7752
```

Calculated values
charge	+1
spin multiplicity	1



| no. | LUMO energy (eV) | DFT total energy (eV) |
| --- | --- | --- |
| 1 | 0.08 | -141670.9841 |
| 2 | -2.61 | -121773.4222 |